87
Properties=species:S:1:pos:R:3 method="wB97M-V/def2-TZVPD" relative_energy_ev=0.445 energy_ha=-4705.4457 e_lumo_ev=2.81 total_charge=-2
K 0.08 -0.82 3.16
C -4.44 -2.45 4.72
C -3.26 -2.28 3.80
N -2.81 -1.14 3.43
N -3.54 -0.05 3.80
C -2.77 0.99 4.11
O -1.53 0.99 4.23
C -3.52 2.28 4.33
C -4.89 2.40 4.10
C -5.53 3.61 4.30
C -4.81 4.72 4.73
C -3.45 4.61 4.95
C -2.81 3.39 4.75
C -2.56 -3.51 3.33
C -2.74 -4.71 4.01
C -2.04 -5.84 3.62
C -1.18 -5.75 2.55
C -1.08 -4.52 1.91
N -1.75 -3.43 2.26
H -4.83 -1.47 4.97
H -4.15 -2.97 5.64
H -5.23 -3.04 4.25
H -5.44 1.52 3.77
H -6.60 3.70 4.12
H -5.32 5.67 4.88
H -2.88 5.47 5.28
H -1.74 3.27 4.91
H -3.40 -4.75 4.87
H -2.16 -6.77 4.17
H -0.57 -6.58 2.23
H -0.39 -4.40 1.08
C 2.23 4.27 -10.38
O 3.15 3.50 -9.64
C 2.81 3.16 -8.36
C 3.74 2.40 -7.66
C 3.48 2.00 -6.36
C 2.28 2.35 -5.73
C 1.36 3.11 -6.44
C 1.61 3.51 -7.75
C 1.96 1.95 -4.35
N 0.84 2.24 -3.74
C 0.96 1.67 -2.49
C 2.17 1.04 -2.35
N 2.81 1.23 -3.56
C 2.58 0.35 -1.17
C 3.80 -0.34 -1.03
C 4.06 -0.99 0.14
C 3.08 -0.96 1.16
N 1.93 -0.33 1.04
C 1.68 0.34 -0.10
C 0.38 1.03 -0.21
N -0.42 0.99 0.86
C -1.61 1.54 0.78
C -2.08 2.20 -0.37
C -1.25 2.27 -1.47
C 0.01 1.68 -1.40
H 2.68 4.43 -11.35
H 2.03 5.23 -9.90
H 1.28 3.73 -10.50
H 4.67 2.13 -8.15
H 4.22 1.41 -5.84
H 0.43 3.38 -5.95
H 0.87 4.10 -8.27
H 3.73 0.90 -3.80
H 4.52 -0.35 -1.84
H 4.98 -1.54 0.31
H 3.26 -1.48 2.09
H -2.24 1.46 1.66
H -3.07 2.63 -0.38
H -1.55 2.77 -2.38
S 7.45 -4.61 3.72
C 5.92 -3.94 3.80
S 4.51 -4.65 3.13
C 3.31 -3.43 3.55
C 3.80 -2.36 4.24
S 3.04 -0.90 4.78
S 5.54 -2.45 4.55
S 1.70 -3.76 2.97
C 0.25 -2.69 -0.97
C -1.11 -2.06 -1.26
O -1.79 -1.58 -0.13
H 0.96 -2.48 -1.78
H 0.19 -3.78 -0.87
H 0.67 -2.30 -0.04
H -1.73 -2.78 -1.81
H -0.98 -1.19 -1.91
H -1.76 -2.20 0.63